1.
Formula: CHBrClNO
Source: the OMol25 dataset
Level of theory: ωB97M-V/def2-TZVPD

Calculated values
E_tot   -3202.77078 hartree
Structure (SMILES)   [O-][N+]#CCl.Br
Gap between HOMO and LUMO   9.608 eV

Structure (XYZ):
```
6
Properties=species:S:1:pos:R:3:lowdin_charge:R:1
N 0.295 0.574 1.685 -0.19
Br -0.765 0.212 -2.650 0.25
H -1.450 0.001 -3.930 -0.25
O 0.176 1.738 1.808 0.04
Cl 0.871 -2.051 1.391 0.75
C 0.873 -0.476 1.696 -0.59
```


2.
Formula: C4H4ErO5
Source: the OMol25 dataset
Level of theory: ωB97M-V/def2-TZVPD

Calculated values
Charge   +2
E_tot   -1545.35520 hartree
2S+1   5
Gap between HOMO and LUMO (spin up / spin down)   5.248 / 7.477 eV

Structure (XYZ):
```
14
Properties=species:S:1:pos:R:3:lowdin_charge:R:1
C -0.788 -1.335 0.439 0.11
O -1.905 1.778 0.092 0.03
C -3.039 1.778 -0.246 -0.29
O -4.104 1.440 -0.502 0.37
H 1.287 -1.845 0.750 0.16
H 0.799 -1.704 -0.958 0.15
O 2.432 1.688 -0.386 -0.10
C 2.420 0.428 -0.196 -0.67
O 3.279 -0.416 -0.241 0.24
O 1.081 0.074 0.084 -0.18
Er 0.461 2.373 -0.137 2.20
C 0.639 -1.293 0.048 -0.19
H -1.059 -1.157 1.481 0.08
H -1.504 -1.810 -0.230 0.09
```